Computed, not measured: a single C3H5ClN2O molecule, with the ωB97M-V functional and the def2-TZVPD basis.

ORCA input file:
```
! wB97M-V def2-TZVPD RIJCOSX def2/J DEFGRID3
* xyz 0 1
H -0.442 -2.414 1.630
N -0.433 -1.506 1.164
C 0.570 -1.254 0.203
N 1.373 -2.100 -0.639
C 0.685 0.145 -0.393
O 1.498 0.231 -1.363
C 0.023 1.394 0.296
Cl -1.730 1.510 0.346
H 1.608 -1.665 -1.478
H 0.885 -2.940 -0.807
H 0.394 0.864 1.333
H 0.730 2.170 0.026
*
```

As for the energy above the lowest of the compared OMol25 structures with the same formula, charge and spin: 2.790 eV. As for the structure (SMILES): [H]/N=C(\N)C(=O)CCl. The value obtained for the HOMO-LUMO gap is 0.330 Ha.

Mulliken population analysis, charges in e, atoms 1 to 8:
1 H 0.219
2 N -0.560
3 C 0.238
4 N -0.477
5 C 0.537
6 O -0.621
7 C -0.334
8 Cl -0.134

Computed, not measured: a molecular structure, C7H12F2LiN2O13S2, with the ωB97M-V functional and the def2-TZVPD basis.

ORCA input file:
```
! wB97M-V def2-TZVPD RIJCOSX def2/J DEFGRID3
* xyz -1 1
Li -1.422 0.819 0.834
N -2.094 0.772 -0.967
S -3.568 0.959 -1.379
O -4.179 -0.273 -1.875
O -3.956 2.231 -1.925
F -4.080 1.059 0.169
S -1.532 0.828 -2.619
O -0.836 2.033 -3.054
O -2.238 0.180 -3.720
F -0.283 -0.183 -2.360
N -1.546 0.837 3.590
O -2.016 1.500 2.709
O -1.068 -0.215 3.370
O -1.783 1.064 4.779
C -0.479 3.614 -0.112
O 0.903 3.272 -0.177
C 1.302 2.008 0.118
O 0.591 1.128 0.545
O 2.691 2.010 -0.007
C 3.454 0.962 0.462
H -0.687 4.674 -0.261
H -0.887 3.423 0.880
H -1.043 3.161 -0.928
H 3.146 0.051 -0.049
H 3.352 0.864 1.543
H 4.471 1.325 0.309
C 0.540 -3.323 -1.529
C 1.174 -2.510 -0.392
C 0.378 -2.507 0.889
O 1.358 -2.733 1.913
C 2.350 -3.307 1.424
O 3.299 -3.712 2.018
O 2.372 -3.198 0.102
H 1.287 -3.188 -2.312
H -0.424 -2.911 -1.826
H 0.366 -4.368 -1.274
H 1.618 -1.571 -0.723
H -0.427 -3.240 0.821
H -0.104 -1.537 1.013
*
```

The value obtained for the HOMO-LUMO gap is 0.307 Ha.

Mulliken population analysis, charges in e, atoms 1 to 8:
1 Li 1.021
2 N -0.184
3 S 0.919
4 O -0.578
5 O -0.565
6 F -0.314
7 S 0.880
8 O -0.617

Computed, not measured: a single C6H11N3 molecule, with the ωB97M-V functional and the def2-TZVPD basis.

ORCA input file:
```
! wB97M-V def2-TZVPD RIJCOSX def2/J DEFGRID3
* xyz 0 1
C 0.925 -2.188 1.058
C 0.389 -1.088 0.537
C 0.777 0.287 0.517
N 1.439 0.883 1.578
C 0.098 0.953 -0.461
C 0.025 2.427 -0.643
C -0.616 0.033 -1.401
N -0.864 -1.118 -0.511
N -2.156 -1.625 -0.418
H 1.906 -2.186 1.521
H 0.432 -3.151 0.976
H 2.139 0.278 1.992
H 1.799 1.804 1.357
H -0.037 2.947 0.318
H 0.902 2.802 -1.183
H -0.860 2.700 -1.225
H -1.560 0.455 -1.765
H 0.012 -0.280 -2.245
H -2.132 -2.646 -0.428
H -2.617 -1.290 0.427
*
```

As for the energy above the lowest of the compared OMol25 structures with the same formula, charge and spin: 3.046 eV. As for the structure (SMILES): C=C1C(N)=C(C)CN1N. The value obtained for the HOMO-LUMO gap is 0.312 Ha.

Mulliken population analysis, charges in e, atoms 1 to 8:
1 C -0.957
2 C 0.164
3 C 0.682
4 N -0.595
5 C 0.405
6 C -1.494
7 C -0.639
8 N 0.123

Computed, not measured: 2 unconnected molecules or ions with the total composition C3H10IN2P, with the ωB97M-V functional and the def2-TZVPD basis.

ORCA input file:
```
! wB97M-V def2-TZVPD RIJCOSX def2/J DEFGRID3
* xyz 0 1
C -1.339 1.311 0.059
C 0.675 -1.854 0.319
C -1.120 -0.116 0.432
N 0.728 0.202 -0.986
N 0.121 -0.649 -0.154
P 2.819 1.776 0.089
I 4.248 -0.174 -0.046
H -0.925 1.591 -1.071
H -2.429 1.637 0.047
H -0.748 2.006 0.734
H 1.220 -1.904 1.321
H -0.113 -2.691 0.346
H 1.427 -2.187 -0.560
H -1.086 -0.099 1.564
H -2.009 -0.708 0.125
H 1.335 -0.242 -1.710
H 3.437 2.141 -1.048
*
```

As for the energy above the lowest of the compared OMol25 structures with the same formula, charge and spin: 2.234 eV. The value obtained for the HOMO-LUMO gap (alpha / beta) is 0.248 / 0.290 Ha.

Mulliken population analysis, charges in e, atoms 1 to 8:
1 C -0.986
2 C -0.843
3 C -0.282
4 N -0.755
5 N 0.591
6 P -0.051
7 I -0.097
8 H 0.269

Computed, not measured: a single C6H9N molecule, with the ωB97M-V functional and the def2-TZVPD basis.

ORCA input file:
```
! wB97M-V def2-TZVPD RIJCOSX def2/J DEFGRID3
* xyz 0 1
C -2.072 -0.632 -0.494
C -0.901 -0.222 -1.351
C -0.989 0.159 -2.596
C 0.526 -0.311 -0.825
N 0.897 0.833 -0.014
C 1.950 0.594 0.953
C 0.549 0.801 1.392
H -1.918 -1.658 -0.139
H -3.008 -0.606 -1.057
H -2.176 0.022 0.378
H 0.607 -1.268 -0.274
H 1.236 -0.358 -1.657
H 2.690 1.382 1.050
H 2.347 -0.419 1.040
H 0.021 -0.071 1.777
H 0.242 1.753 1.816
*
```

As for the energy above the lowest of the compared OMol25 structures with the same formula, charge and spin: 5.243 eV. The value obtained for the HOMO-LUMO gap is 0.349 Ha.

Mulliken population analysis, charges in e, atoms 1 to 8:
1 C -1.181
2 C 0.535
3 C -0.273
4 C -0.685
5 N -0.266
6 C -0.440
7 C -0.367
8 H 0.292

Computed, not measured: a gas-phase ion, C3H9N4 (charge +1), with the ωB97M-V functional and the def2-TZVPD basis.

ORCA input file:
```
! wB97M-V def2-TZVPD RIJCOSX def2/J DEFGRID3
* xyz 1 3
C -0.573 0.061 -0.470
C -1.135 -1.228 -0.650
C 0.149 0.883 0.679
N 0.885 0.413 -0.393
N 0.321 0.486 2.051
N 1.431 1.247 -1.306
N -0.867 -2.267 0.020
H -1.088 0.741 -1.175
H -1.887 -1.122 -1.497
H -0.335 1.922 0.675
H 0.713 1.302 2.659
H 0.967 -0.250 2.177
H 1.667 0.810 -2.148
H 1.255 2.246 -1.360
H -1.383 -3.181 -0.038
H -0.120 -2.063 0.777
*
```

As for the energy above the lowest of the compared OMol25 structures with the same formula, charge and spin: 2.493 eV. The value obtained for the HOMO-LUMO gap (alpha / beta) is 0.267 / 0.249 Ha.

Mulliken population analysis, charges in e, atoms 1 to 8:
1 C -0.048
2 C -0.360
3 C -0.047
4 N 0.061
5 N -0.594
6 N -0.330
7 N -0.335
8 H 0.334

Computed, not measured: 10 unconnected molecules or ions with the total composition C13H38BrClN12O19P, with the ωB97M-V functional and the def2-TZVPD basis.

ORCA input file:
```
! wB97M-V def2-TZVPD RIJCOSX def2/J DEFGRID3
* xyz 1 1
C 1.979 1.527 0.446
C 0.539 1.658 -0.238
C -0.546 1.122 0.786
Cl -0.909 2.405 2.055
N -1.783 0.574 0.158
C -2.932 1.299 0.028
N -3.206 2.208 -1.047
N -3.938 1.078 1.033
P -1.860 -1.111 -0.427
O -3.505 -1.323 -0.867
Br -0.760 -1.335 -2.401
H 2.066 2.085 1.418
H 2.176 0.434 0.675
H 2.721 1.907 -0.324
H 0.376 2.754 -0.461
H 0.490 1.111 -1.231
H -0.074 0.264 1.368
H -3.862 2.900 -0.643
H -3.753 1.753 -1.800
H -4.604 0.422 0.590
H -3.472 0.545 1.785
H -3.841 -2.030 -0.272
C 2.697 -3.227 -1.176
N 2.907 -1.914 -0.514
O 2.019 -1.494 0.206
O 3.954 -1.347 -0.737
H 1.723 -3.613 -0.886
H 2.743 -3.063 -2.251
H 3.491 -3.892 -0.844
C 6.128 0.410 -2.277
N 7.307 -0.473 -2.475
O 7.483 -0.933 -3.584
O 8.015 -0.671 -1.504
H 5.592 0.497 -3.218
H 5.500 -0.048 -1.516
H 6.497 1.382 -1.951
C 10.397 1.097 -0.524
N 10.597 2.410 0.142
O 9.701 2.819 0.856
O 11.645 2.984 -0.077
H 9.426 0.704 -0.239
H 10.447 1.262 -1.598
H 11.194 0.435 -0.189
C 4.665 4.359 2.986
N 4.569 3.114 2.181
O 4.655 2.056 2.772
O 4.410 3.245 0.982
H 4.804 4.090 4.030
H 5.518 4.924 2.615
H 3.736 4.911 2.849
C -6.205 -2.886 2.779
N -5.219 -1.989 2.125
O -5.517 -0.813 2.001
O -4.172 -2.490 1.753
H -7.078 -2.304 3.053
H -6.466 -3.662 2.062
H -5.728 -3.307 3.663
C -4.060 -3.749 -3.021
N -4.101 -4.823 -1.997
O -3.901 -5.959 -2.367
O -4.333 -4.479 -0.849
H -3.845 -4.192 -3.990
H -5.035 -3.265 -3.025
H -3.276 -3.056 -2.727
C 4.548 2.667 -6.339
N 4.505 1.569 -5.339
O 4.756 0.447 -5.727
O 4.220 1.876 -4.194
H 4.814 2.248 -7.306
H 3.559 3.119 -6.372
H 5.299 3.382 -6.009
C -5.421 3.116 3.826
N -5.389 2.783 5.273
O -4.780 1.782 5.602
O -5.974 3.536 6.022
H -4.861 2.361 3.281
H -6.464 3.123 3.514
H -4.966 4.097 3.704
C -10.005 -4.684 1.940
N -9.356 -3.587 2.705
O -9.355 -3.672 3.915
O -8.867 -2.675 2.060
H -10.391 -5.418 2.641
H -10.812 -4.244 1.357
H -9.248 -5.126 1.294
*
```

The value obtained for the HOMO-LUMO gap is 0.246 Ha.

Mulliken population analysis, charges in e, atoms 1 to 8:
1 C -0.845
2 C -0.144
3 C -0.371
4 Cl -0.143
5 N 0.521
6 C -0.515
7 N -0.424
8 N -0.165

Computed, not measured: 6 unconnected molecules or ions with the total composition H12O6, with the ωB97M-V functional and the def2-TZVPD basis.

ORCA input file:
```
! wB97M-V def2-TZVPD RIJCOSX def2/J DEFGRID3
* xyz 0 1
O 3.011 -1.771 1.274
H 2.722 -1.043 0.710
H 2.952 -1.432 2.173
O 2.915 1.139 -0.014
H 2.644 2.012 0.298
H 3.665 0.894 0.543
O 0.036 -0.006 0.003
H -0.506 0.033 -0.801
H 0.926 0.275 -0.252
O -2.969 2.528 -1.749
H -3.932 2.530 -1.784
H -2.730 1.618 -1.516
O -0.419 -1.929 2.090
H -0.381 -1.277 2.797
H -0.295 -1.404 1.278
O -2.431 -0.408 -1.482
H -2.666 -1.275 -1.126
H -2.541 -0.483 -2.441
*
```

As for the energy above the lowest of the compared OMol25 structures with the same formula, charge and spin: 1.131 eV. As for the structure (SMILES): O.O.O.O.O.O. The value obtained for the HOMO-LUMO gap is 0.400 Ha.

Mulliken population analysis, charges in e, atoms 1 to 8:
1 O -0.612
2 H 0.277
3 H 0.318
4 O -0.669
5 H 0.320
6 H 0.329
7 O -0.690
8 H 0.353

Calculated values (eV) of calculated total energy for the records, taken in order: -20739.828, -64360.579, -10867.773, -23638.822, -7852.917, -9204.716, -162702.625, -12479.983.